# 1
8
Properties=species:S:1:pos:R:3 method="wB97M-V/def2-TZVPD" homo_lumo_gap_ev=9.90 e_lumo_ev=4.32 spin_multiplicity=1 charge=-1 homo_ev=-5.57 relative_energy_kj_mol=223.6
C -1.59707 0.22415 -0.00689
N 0.09284 0.32128 0.03724
N 1.11154 -0.57415 0.46993
O -2.05054 1.19147 -0.59937
O -1.90754 -0.79285 0.56366
F 2.09507 -1.46231 -0.75737
H 0.32467 1.14506 -0.47024
H 1.93103 -0.05265 0.76305

# 2
6
Properties=species:S:1:pos:R:3 method="wB97M-V/def2-TZVPD" homo_lumo_gap_ev="9.46 / 9.46" e_lumo_ev="0.10 / 0.10" spin_multiplicity=1 charge=0 homo_ev="-9.36 / -9.36" relative_energy_kj_mol=522.9
C 0.70626 0.55088 -0.46998
N -0.78547 -0.81176 0.11723
O 1.64710 0.61242 0.27852
F -0.50479 -1.18492 1.41644
H 0.43484 0.98588 -1.38378
H -1.49794 -0.15250 0.04157

# 3
7
Properties=species:S:1:pos:R:3 method="wB97M-V/def2-TZVPD" homo_lumo_gap_ev=11.48 e_lumo_ev=-0.16 smiles="O=[N+]([O-])CF" spin_multiplicity=1 charge=0 homo_ev=-11.64 relative_energy_kj_mol=191.7
O -1.54998 -0.54843 0.42698
N -0.80825 0.29767 0.03448
O -1.13475 1.39801 -0.35756
C 0.58246 -0.12200 -0.06823
F 0.56784 -1.34515 -0.57771
H 1.37895 0.51179 -0.54183
H 0.96372 -0.19190 1.08386

# 4
7
Properties=species:S:1:pos:R:3 method="wB97M-V/def2-TZVPD" homo_lumo_gap_ev=9.96 e_lumo_ev=-0.85 smiles="O=CN(O)F" spin_multiplicity=1 charge=0 homo_ev=-10.81 relative_energy_kj_mol=336.5
O 1.30715 -1.33710 0.87837
C 0.95035 -0.56640 0.02248
N -0.33989 -0.22209 -0.23567
O -0.68879 1.39816 -0.56134
F -1.37343 -0.57053 0.65641
H 1.78075 -0.02970 -0.53439
H -1.63614 1.32764 -0.22586

# 5
9
Properties=species:S:1:pos:R:3 method="wB97M-V/def2-TZVPD" homo_lumo_gap_ev=11.38 e_lumo_ev=0.35 smiles="O=CNS(=O)(=O)F" spin_multiplicity=1 charge=0 homo_ev=-11.03 relative_energy_kj_mol=47.6
O -0.66224 1.80979 0.04808
C -1.23266 0.76174 0.00308
N -0.62110 -0.41760 -0.24870
S 1.21012 -0.42821 -0.12383
O 1.77803 0.36237 -1.13386
O 1.56998 -1.77249 0.10316
F 1.33974 0.34075 1.28240
H -2.32692 0.65136 0.13453
H -1.05495 -1.30771 -0.06486

# 6
5
Properties=species:S:1:pos:R:3 method="wB97M-V/def2-TZVPD" homo_lumo_gap_ev="5.37 / 5.38" e_lumo_ev="-1.08 / -1.08" spin_multiplicity=1 charge=0 homo_ev="-6.46 / -6.46"
H 2.41585 0.06094 -0.30230
Na 1.20973 0.62977 1.32646
C -0.76284 -0.15294 -0.14762
F -1.71841 0.64051 -0.51356
H -1.14433 -1.17827 -0.36298

# 7
7
Properties=species:S:1:pos:R:3 method="wB97M-V/def2-TZVPD" homo_lumo_gap_ev="7.85 / 8.53" e_lumo_ev="-1.81 / -1.12" smiles="C=P#S(=O)F" spin_multiplicity=1 charge=0 homo_ev="-9.66 / -9.65" relative_energy_kj_mol=406.7
C -0.13235 0.31890 -0.13827
P -0.20681 2.39426 0.18337
S -0.74581 1.94962 2.28653
O 0.05483 2.75949 3.19562
F -2.19341 2.80195 2.07516
H -0.10467 0.06680 -1.15918
H -0.00091 -0.16896 0.88487

# 8
5
Properties=species:S:1:pos:R:3 method="wB97M-V/def2-TZVPD" homo_lumo_gap_ev="8.62 / 7.72" e_lumo_ev="-0.43 / -1.24" smiles="[H]/P=C/F" spin_multiplicity=1 charge=0 homo_ev="-9.05 / -8.96" relative_energy_kj_mol=354.6
H -1.51170 0.93963 0.60200
P -0.04056 1.26028 0.91504
C 0.40143 -0.64387 -0.11195
F 1.62687 -0.72197 -0.59400
H -0.47603 -0.83407 -0.81108

# 9
6
Properties=species:S:1:pos:R:3 method="wB97M-V/def2-TZVPD" homo_lumo_gap_ev=7.25 e_lumo_ev=-0.81 spin_multiplicity=1 charge=0 homo_ev=-8.06 relative_energy_kj_mol=210.7
C 0.55157 -0.65964 0.72061
F 0.41204 2.22573 0.62135
P -1.01897 -0.53640 1.30552
S -0.09097 -2.28287 0.42785
H 1.51703 -0.27426 0.67846
H -0.25405 1.67705 1.08740

# 10
6
Properties=species:S:1:pos:R:3 method="wB97M-V/def2-TZVPD" homo_lumo_gap_ev="7.24 / 8.04" e_lumo_ev="-1.54 / -0.80" spin_multiplicity=1 charge=0 homo_ev="-8.78 / -8.84" relative_energy_kj_mol=298.5
C -0.82592 0.64809 -0.44059
F -1.68384 1.41103 0.17723
Si 0.66127 -0.25840 -0.04907
P -0.99058 -1.69872 -0.05025
H 1.84642 -0.31488 -0.93230
H 0.99265 0.21288 1.29498

# 11
8
Properties=species:S:1:pos:R:3 method="wB97M-V/def2-TZVPD" homo_lumo_gap_ev="6.66 / 6.66" e_lumo_ev="-1.70 / -1.70" spin_multiplicity=1 charge=0 homo_ev="-8.36 / -8.35" relative_energy_kj_mol=0.0
C 0.75355 0.01712 0.47838
Si 0.77291 -2.67741 0.90420
I 2.43297 0.78656 -0.50094
I 3.08786 -3.33469 0.55927
I 0.39941 -2.45663 3.35790
I -0.73914 -4.28589 -0.02027
H 0.48486 0.66008 1.29162
H -0.01702 -0.29793 -0.15711

# 12
9
Properties=species:S:1:pos:R:3 method="wB97M-V/def2-TZVPD" homo_lumo_gap_ev=10.12 e_lumo_ev=-0.07 smiles="O=CO[N+](=O)[O-].I" spin_multiplicity=1 charge=0 homo_ev=-10.19 relative_energy_kj_mol=0.0
O 0.35796 1.55425 -0.55967
C 0.38560 1.11831 0.55839
O 0.94110 -0.04760 0.87500
N 1.28888 -1.05767 -0.32493
O 0.42180 -1.23775 -1.05978
O 2.35487 -1.45709 -0.14910
H 0.03348 1.60053 1.42904
I -2.75287 -0.53183 0.34561
H -3.03081 0.05886 -1.11456